This record from the OMol25 dataset describes the molecule C7H14BN5O2 at a distorted geometry. The level of theory is ωB97M-V/def2-TZVPD.

As for the LUMO energy: -0.610 eV. As for the charge: 0. The calculation puts the highest occupied orbital energy at -9.2 eV. The value obtained for the calculated total energy is -724.24177 a.u. Its SMILES is CCCNc1nnc(B(O)OCC)nn1.

Atoms and positions in Å:
C (-4.6003, -0.3070, 1.1241)
C (-4.3089, -0.7733, -0.3011)
C (-2.9241, -1.4532, -0.4450)
N (-2.0966, -0.6920, -1.4002)
C (-0.7200, -0.6931, -1.1260)
N (-0.1918, -1.7704, -0.5612)
N (1.0927, -1.7241, -0.2695)
C (1.7444, -0.6071, -0.5685)
B (3.2905, -0.5339, -0.2013)
O (3.9878, -1.6834, -0.0791)
O (3.9305, 0.6650, -0.0522)
C (3.3593, 1.5743, 0.8891)
C (4.1264, 2.8968, 0.8270)
N (1.2156, 0.4498, -1.1699)
N (-0.0699, 0.4084, -1.4624)
H (-5.3518, 0.4746, 1.0799)
H (-5.0463, -1.1021, 1.7093)
H (-3.7273, 0.0994, 1.6205)
H (-4.3081, 0.1005, -0.9415)
H (-5.0945, -1.4418, -0.6345)
H (-3.0839, -2.4612, -0.8148)
H (-2.4723, -1.4578, 0.5330)
H (-2.2339, -1.0173, -2.3498)
H (4.8995, -1.5588, -0.3909)
H (2.3149, 1.7860, 0.6718)
H (3.3953, 1.1727, 1.8977)
H (4.3014, 3.2661, 1.8300)
H (5.0453, 2.7507, 0.2789)
H (3.5261, 3.6320, 0.3066)

Force components x, y, z for each atom (eV/Å):
-0.6 0.0 -0.4
0.6 0.1 0.3
-1.2 0.4 -0.8
0.4 -0.3 0.5
-0.9 -0.1 -0.2
0.8 -0.2 0.4
-0.9 -0.3 0.0
0.9 -0.1 0.6
0.0 0.4 0.0
0.4 -0.5 -1.0
-0.2 -0.2 0.3
0.1 1.0 -0.2
-0.6 -0.3 0.0
-0.9 0.3 -0.3
1.0 0.4 -0.2
-0.1 0.2 0.1
0.2 -0.2 0.3
0.2 0.0 0.1
0.0 0.1 -0.3
-0.2 -0.1 -0.1
0.3 -0.4 0.3
0.5 -0.2 0.1
-0.2 0.3 0.0
-0.1 -0.1 0.7
-0.2 -0.3 -0.2
0.2 -0.4 0.1
0.3 0.1 0.1
0.4 0.0 0.1
0.0 0.2 -0.2